# 1
Density functional theory data (ωB97M-V/def2-TZVPD) for C32H34AsORu as an isolated structure in a non-equilibrium geometry.

The geometry in XYZ format:
```
69
C32H34AsORu | the OMol25 dataset | ωB97M-V/def2-TZVPD
C -0.364 0.637 -5.504
C 0.196 2.013 -5.509
C 0.400 -0.386 -6.277
C -1.838 0.549 -5.629
H 0.279 -0.221 -7.363
H 0.044 -1.400 -6.068
H 1.475 -0.342 -6.074
H 0.160 2.433 -6.531
H 1.242 2.041 -5.191
H -0.392 2.679 -4.866
H -2.155 0.738 -6.670
H -2.330 1.298 -4.999
H -2.206 -0.447 -5.364
C 2.248 -0.281 -0.923
C 2.147 -0.872 -2.226
C 1.767 0.176 -3.149
H 2.384 -1.895 -2.497
C 1.573 1.393 -2.384
C 1.867 1.091 -1.017
H 1.790 1.790 -0.190
H 2.557 -0.804 -0.024
H 1.749 0.090 -4.225
H 1.251 2.348 -2.787
C -2.105 -1.031 -1.302
C -1.179 -2.013 -0.866
C -0.311 -2.342 -1.959
H -1.124 -2.445 0.130
C -0.759 -1.594 -3.122
C -1.860 -0.742 -2.679
H -2.422 -0.062 -3.308
H -2.870 -0.553 -0.698
H 0.465 -3.101 -1.960
H -0.430 -1.730 -4.146
Ru 0.158 -0.254 -1.955
O -0.164 0.150 0.834
As -0.006 0.104 2.511
C -1.529 -0.928 3.148
C -2.673 -0.977 2.342
C -3.763 -1.768 2.722
C -3.719 -2.490 3.921
C -2.594 -2.403 4.750
C -1.500 -1.610 4.371
C 1.696 -0.755 2.923
C 1.716 -2.027 3.510
C 2.936 -2.592 3.906
C 4.137 -1.911 3.668
C 4.120 -0.670 3.020
C 2.901 -0.096 2.638
C -0.207 1.948 3.101
C -1.490 2.433 3.394
C -1.675 3.800 3.648
C -0.581 4.673 3.628
C 0.705 4.176 3.375
C 0.897 2.811 3.122
H -2.700 -0.400 1.416
H -4.640 -1.815 2.075
H -4.566 -3.117 4.211
H -2.560 -2.954 5.693
H -0.629 -1.531 5.023
H 0.784 -2.567 3.670
H 2.948 -3.563 4.406
H 5.089 -2.347 3.986
H 5.050 -0.139 2.810
H 2.889 0.864 2.118
H -2.340 1.749 3.416
H -2.676 4.181 3.856
H -0.726 5.741 3.808
H 1.565 4.851 3.369
H 1.898 2.421 2.942
```

Summary:
- lowest unoccupied orbital energy (spin up / spin down) (eV) = -2.8 / -4.3
- HOMO energy (spin up / spin down) (eV) = -8.9224 / -11.1803
- ⟨S²⟩ = 6.021
- net charge = +1
- spin multiplicity = 5
- molecular weight (g/mol) = 610.6
- orbital gap (spin up / spin down) (eV) = 6.2 / 6.8


# 2
Density functional theory data (ωB97M-V/def2-TZVPD) for one molecule with the formula C3H5NO2.

The geometry in XYZ format:
```
11
C3H5NO2 | the OMol25 dataset | ωB97M-V/def2-TZVPD
O -1.235 -1.287 -1.495
N -0.779 -1.336 -0.182
C -0.170 -0.273 0.122
C 0.608 0.152 1.336
O 1.265 1.152 0.532
C 0.314 0.990 -0.539
H -1.627 -2.162 -1.616
H 1.297 -0.567 1.789
H -0.015 0.621 2.109
H -0.432 1.795 -0.527
H 0.773 0.916 -1.530
```

Summary:
- energy relative to the best compared isomer or geometry (same formula, charge and spin) (kJ/mol) = 358.9
- lowest unoccupied orbital energy (eV) = 0.9
- HOMO energy (eV) = -9.7770
- SMILES = ON=C1COC1
- molecular weight (g/mol) = 87.1
- orbital gap (eV) = 10.7


# 3
Density functional theory data (ωB97M-V/def2-TZVPD) for one molecule with the formula CH3F2N2P in a non-equilibrium geometry.

The geometry in XYZ format:
```
9
CH3F2N2P | the OMol25 dataset | ωB97M-V/def2-TZVPD
H -2.660 -1.352 0.894
N -1.679 -0.895 0.813
C -1.065 -0.566 -0.196
P 0.960 0.411 0.115
N 1.664 1.577 -0.615
F 1.090 0.430 1.740
F 1.898 -0.992 0.060
H -1.466 -0.578 -1.352
H 1.258 1.965 -1.460
```

Summary:
- energy relative to the best compared isomer or geometry (same formula, charge and spin) (kJ/mol) = 155.7
- lowest unoccupied orbital energy (eV) = -0.1
- HOMO energy (eV) = -9.7388
- SMILES = [H]/N=C/P(=N)(F)F
- molecular weight (g/mol) = 112.0
- orbital gap (eV) = 9.6


# 4
Density functional theory data (ωB97M-V/def2-TZVPD) for a 2-piece molecular cluster, Cl2O2S2 overall in a non-equilibrium geometry.

The geometry in XYZ format:
```
6
Cl2O2S2 | the OMol25 dataset | ωB97M-V/def2-TZVPD
O -1.212 0.245 2.044
O 2.182 -0.247 -2.291
S -1.534 0.796 0.759
S 2.039 -0.980 -1.018
Cl -3.164 -0.091 0.019
Cl 1.689 0.277 0.487
```

Summary:
- energy relative to the best compared isomer or geometry (same formula, charge and spin) (kJ/mol) = 44.5
- lowest unoccupied orbital energy (spin up / spin down) (eV) = -1.7 / -1.4
- HOMO energy (spin up / spin down) (eV) = -9.1684 / -9.4227
- molecular weight (g/mol) = 167.0
- orbital gap (spin up / spin down) (eV) = 7.5 / 8.0


# 5
Density functional theory data (ωB97M-V/def2-TZVPD) for a 2-piece molecular cluster, C5H12ClN overall in a non-equilibrium geometry.

The geometry in XYZ format:
```
19
C5H12ClN | the OMol25 dataset | ωB97M-V/def2-TZVPD
C 0.851 -0.379 -1.527
C 1.140 -1.724 0.551
C -1.483 1.935 -0.368
C 0.635 -0.304 -0.028
C -0.835 -0.184 0.394
N -1.148 -0.207 1.777
Cl -1.981 -1.246 -0.430
H 0.467 0.499 -1.927
H 0.147 -1.060 -1.998
H 1.835 -0.526 -1.711
H 2.048 -1.524 0.966
H 1.148 -2.360 -0.278
H 0.461 -2.033 1.230
H -2.317 1.914 0.216
H -0.472 2.302 -0.198
H -1.841 1.690 -1.329
H 1.081 0.627 0.295
H -0.486 0.259 2.385
H -2.135 0.022 1.876
```

Summary:
- energy relative to the best compared isomer or geometry (same formula, charge and spin) (kJ/mol) = 277.6
- lowest unoccupied orbital energy (eV) = 0.9
- HOMO energy (eV) = -7.4729
- molecular weight (g/mol) = 121.6
- orbital gap (eV) = 8.4


# 6
Density functional theory data (ωB97M-V/def2-TZVPD) for a 2-piece molecular cluster, C4H11N2O overall.

The geometry in XYZ format:
```
18
C4H11N2O | the OMol25 dataset | ωB97M-V/def2-TZVPD
N 0.237 1.914 -1.703
C 0.008 2.603 -0.350
O -1.107 2.185 0.228
H -0.717 1.814 -2.051
H 0.663 2.590 -2.337
H 0.955 2.421 0.218
H 0.003 3.706 -0.588
C -0.843 -0.789 0.507
C 0.318 -1.742 0.519
C 1.527 -1.457 1.012
N -0.022 -3.025 0.094
H -1.496 -1.057 1.343
H -1.407 -0.861 -0.423
H -0.538 0.262 0.625
H 2.302 -2.217 0.980
H 1.768 -0.453 1.320
H -0.982 -3.182 -0.135
H 0.611 -3.799 0.168
```

Summary:
- energy relative to the best compared isomer or geometry (same formula, charge and spin) (kJ/mol) = 124.9
- lowest unoccupied orbital energy (eV) = 3.8
- HOMO energy (eV) = -2.4908
- net charge = -1
- molecular weight (g/mol) = 103.1
- orbital gap (eV) = 6.3


# 7
Density functional theory data (ωB97M-V/def2-TZVPD) for C58H52FMnN6O4PSe as an isolated structure in a non-equilibrium geometry.

The geometry in XYZ format:
```
124
C58H52FMnN6O4PSe | the OMol25 dataset | ωB97M-V/def2-TZVPD
Mn 0.125 -0.251 -0.035
F -3.426 3.558 -4.468
C -3.635 2.255 -4.167
C -2.770 1.652 -3.289
C -2.895 0.293 -2.986
C -1.982 -0.343 -2.046
O -1.148 0.359 -1.401
C -2.143 -1.758 -1.922
C -3.176 -2.395 -2.539
N -4.087 -1.778 -3.313
C -5.151 -2.552 -3.894
C -6.564 -2.310 -3.443
C -5.860 -3.567 -3.048
C -3.945 -0.438 -3.584
C -4.838 0.214 -4.436
C -4.705 1.559 -4.761
N -5.656 2.141 -5.600
C -5.754 3.582 -5.763
C -7.075 3.902 -6.484
N -8.039 2.811 -6.199
C -7.625 1.549 -6.874
C -6.093 1.437 -6.786
C -1.189 -2.623 -1.101
O -1.415 -3.814 -1.011
O -0.201 -2.009 -0.590
H -1.973 2.220 -2.834
H -3.281 -3.463 -2.402
H -4.972 -2.793 -4.939
H -7.355 -2.358 -4.174
H -6.720 -1.566 -2.677
H -6.138 -4.499 -3.514
H -5.563 -3.669 -2.017
H -5.661 -0.347 -4.846
H -4.922 4.002 -6.344
H -5.745 4.048 -4.775
H -6.942 3.962 -7.565
H -7.472 4.856 -6.135
H -8.990 3.067 -6.486
H -8.035 2.654 -5.183
H -7.945 1.572 -7.916
H -8.114 0.712 -6.374
H -5.624 1.870 -7.677
H -5.798 0.391 -6.743
C 1.019 3.967 -4.314
C 1.807 2.912 -4.747
C 1.986 1.795 -3.946
C 1.363 1.736 -2.704
C 0.557 2.791 -2.275
C 0.385 3.901 -3.082
P 1.736 0.425 -1.494
C 2.566 -0.888 -2.436
C 1.711 -1.671 -3.214
C 2.194 -2.773 -3.893
C 3.542 -3.088 -3.824
C 4.399 -2.307 -3.066
C 3.915 -1.222 -2.352
C 2.878 1.364 -0.440
C 4.171 1.757 -0.688
C 4.809 2.610 0.223
C 4.141 3.111 1.308
C 2.791 2.778 1.550
C 2.032 3.334 2.602
C 0.714 2.996 2.736
C 0.102 2.080 1.862
C 0.794 1.463 0.837
C 2.157 1.860 0.676
H 0.908 4.847 -4.931
H 2.296 2.963 -5.708
H 2.614 0.979 -4.276
H 0.082 2.727 -1.301
H -0.233 4.722 -2.750
H 0.660 -1.411 -3.264
H 1.525 -3.401 -4.461
H 3.924 -3.946 -4.355
H 5.448 -2.556 -3.012
H 4.589 -0.643 -1.735
H 4.691 1.444 -1.581
H 5.833 2.889 0.039
H 4.643 3.791 1.978
H 2.494 4.041 3.275
H 0.121 3.418 3.536
H -0.950 1.878 2.033
C 9.053 -4.696 -2.495
C 8.433 -4.366 -1.175
C 8.587 -5.202 -0.076
C 7.993 -4.899 1.132
C 7.218 -3.752 1.282
N 6.657 -3.510 2.551
C 5.444 -3.051 2.961
O 5.139 -2.987 4.127
N 4.587 -2.659 1.933
C 3.320 -2.154 2.069
C 2.543 -2.211 3.234
C 1.234 -1.755 3.204
C 0.749 -1.210 2.027
N 1.524 -1.067 0.971
C 2.754 -1.532 0.950
C 7.099 -2.884 0.199
C 7.698 -3.199 -1.008
H 9.525 -5.673 -2.467
H 9.805 -3.953 -2.756
H 8.297 -4.696 -3.279
H 9.184 -6.097 -0.159
H 8.128 -5.554 1.979
H 7.194 -3.894 3.319
H 4.929 -2.774 0.989
H 2.970 -2.622 4.134
H 0.612 -1.832 4.080
H -0.268 -0.846 1.824
H 3.318 -1.413 0.036
H 6.589 -1.935 0.297
H 7.617 -2.507 -1.836
Se -2.457 -0.169 0.918
C -3.265 0.206 2.616
C -3.563 1.524 2.955
C -4.269 1.797 4.111
C -4.685 0.761 4.934
C -4.378 -0.550 4.605
C -3.665 -0.831 3.455
H -3.265 2.328 2.298
H -4.513 2.819 4.362
H -5.257 0.977 5.824
H -4.714 -1.356 5.242
H -3.437 -1.853 3.190
```

Summary:
- lowest unoccupied orbital energy (spin up / spin down) (eV) = -5.8 / -5.8
- HOMO energy (spin up / spin down) (eV) = -11.5326 / -11.4485
- ⟨S²⟩ = 0.788
- net charge = +2
- spin multiplicity = 2
- molecular weight (g/mol) = 1081.0
- orbital gap (spin up / spin down) (eV) = 5.7 / 5.6


no.,calculated total energy (eV)
1,-99191.5711
2,-8773.9750
3,-18788.8623
4,-50808.4271
5,-19388.6916
6,-9353.1957
7,-186779.0440